# 1
Computed, not measured: the molecule C5H3ClS, with ωB97M-V/def2-TZVPD.

Positions of all 10 atoms, in Å:
C: -3.355 -0.651 -0.101
C: -2.277 -0.056 0.123
C: -1.316 0.912 0.237
C: -0.040 0.465 -0.239
Cl: 1.204 1.547 -0.062
C: 0.273 -0.906 -0.298
S: 1.641 -1.508 0.143
H: -4.174 -1.204 -0.171
H: -1.615 1.974 0.915
H: -0.657 -1.522 -0.313

For the energy above the lowest of the compared OMol25 structures with the same formula, charge and spin, the calculation gives 3.371 eV. The orbital gap comes out at 7.3 eV. As for the total charge: 0.

Löwdin population analysis, charges in e, atoms 1 to 5: 0.19, -0.20, -0.12, -0.83, 0.71

# 2
Computed, not measured: a 4-piece molecular cluster, H8O4 overall, with ωB97M-V/def2-TZVPD.

Positions of all 12 atoms, in Å:
O: -2.257 -2.293 -0.655
H: -2.193 -2.004 0.264
H: -2.182 -3.253 -0.614
O: 2.405 2.339 -0.731
H: 2.156 1.635 -0.124
H: 1.929 3.113 -0.412
O: -0.451 0.422 -0.698
H: -1.304 0.224 -1.107
H: 0.163 -0.195 -1.116
O: 0.415 -0.183 2.034
H: -0.012 0.092 1.200
H: 1.331 0.103 1.960

For the energy above the lowest of the compared OMol25 structures with the same formula, charge and spin, the calculation gives 0.868 eV. The orbital gap comes out at 11.8 eV. As for the total charge: 0.

Löwdin population analysis, charges in e, atoms 1 to 5: -0.06, 0.04, 0.04, -0.06, 0.01

# 3
Computed, not measured: C4H7NOS as an isolated structure, with ωB97M-V/def2-TZVPD.

Positions of all 14 atoms, in Å:
C: 0.096 1.449 0.497
C: -0.735 0.219 -0.081
C: -0.978 -1.097 0.632
C: 0.730 -1.543 -1.122
H: 1.911 1.959 -0.577
H: -0.591 1.868 1.252
H: 0.700 0.893 1.194
H: -1.690 0.702 -0.452
H: -0.273 -1.364 1.412
H: -2.146 -1.326 0.942
H: 1.035 -2.622 -0.891
N: -0.304 -1.118 -0.487
O: 0.696 2.303 -0.279
S: 1.547 -0.323 -2.041

For the energy above the lowest of the compared OMol25 structures with the same formula, charge and spin, the calculation gives 5.899 eV. The orbital gap comes out at 8.3 eV. As for the total charge: 0.

Löwdin population analysis, charges in e, atoms 1 to 5: -0.39, -0.17, -0.14, -0.56, 0.27

# 4
Computed, not measured: C39H28N10O8Y as an isolated structure, with ωB97M-V/def2-TZVPD.

Positions of all 86 atoms, in Å:
Y: 0.229 -0.798 -0.411
O: -2.895 2.889 5.003
C: -1.712 2.524 5.033
O: -0.822 2.590 5.890
C: -1.252 1.826 3.728
C: 0.070 1.440 3.553
C: 0.432 0.770 2.404
N: -0.460 0.455 1.441
C: -1.746 0.824 1.615
C: -2.164 1.521 2.728
C: -2.707 0.369 0.577
C: -3.944 0.987 0.414
C: -4.824 0.482 -0.522
C: -4.450 -0.628 -1.271
C: -3.193 -1.155 -1.068
N: -2.325 -0.672 -0.174
C: 1.816 0.272 2.194
C: 2.900 0.799 2.884
C: 4.151 0.241 2.690
C: 4.289 -0.830 1.818
C: 3.170 -1.274 1.143
N: 1.957 -0.736 1.316
H: 0.752 1.646 4.367
H: -3.191 1.813 2.902
H: -4.201 1.850 1.008
H: -5.790 0.946 -0.667
H: -5.115 -1.067 -2.001
H: -2.852 -2.000 -1.655
H: 2.761 1.632 3.559
H: 5.009 0.636 3.218
H: 5.246 -1.303 1.650
H: 3.238 -2.076 0.420
C: -0.441 -2.010 -3.655
N: -0.066 -2.602 -2.365
C: -0.749 -3.831 -1.960
C: -1.010 -3.785 -0.482
N: -0.382 -2.964 0.331
C: -0.905 -3.223 1.609
C: -0.611 -2.650 2.845
C: -1.325 -3.098 3.937
C: -2.300 -4.102 3.817
C: -2.587 -4.690 2.602
C: -1.869 -4.222 1.509
N: -1.901 -4.564 0.159
C: -0.954 -0.612 -3.469
N: -0.713 0.119 -2.407
C: -1.358 1.340 -2.626
C: -1.434 2.472 -1.818
C: -2.162 3.541 -2.299
C: -2.796 3.492 -3.552
C: -2.722 2.376 -4.362
C: -1.989 1.305 -3.867
N: -1.710 0.041 -4.378
H: -1.200 -2.613 -4.160
H: 0.428 -1.977 -4.318
H: 0.943 -2.720 -2.350
H: -0.159 -4.723 -2.194
H: -1.695 -3.933 -2.497
H: 0.149 -1.890 2.950
H: -1.129 -2.669 4.910
H: -2.835 -4.422 4.699
H: -3.332 -5.468 2.511
H: -2.480 -5.271 -0.263
H: -0.934 2.530 -0.858
H: -2.240 4.440 -1.704
H: -3.353 4.354 -3.892
H: -3.205 2.346 -5.328
H: -1.988 -0.315 -5.277
O: 3.582 -0.805 -3.213
C: 3.027 -0.382 -2.227
O: 2.016 -0.951 -1.626
C: 3.497 0.887 -1.555
C: 4.840 1.241 -1.598
C: 5.248 2.366 -0.904
C: 4.381 3.174 -0.191
C: 3.050 2.805 -0.201
C: 2.601 1.687 -0.867
N: 2.068 3.615 0.552
O: 0.902 3.258 0.487
O: 2.475 4.571 1.160
N: 6.688 2.719 -0.904
O: 7.012 3.706 -0.284
O: 7.432 1.986 -1.515
H: 5.551 0.644 -2.151
H: 4.729 4.045 0.343
H: 1.542 1.463 -0.889

For the energy above the lowest of the compared OMol25 structures with the same formula, charge and spin, the calculation gives 0.118 eV. The orbital gap comes out at 6.3 eV. As for the total charge: +1.

Löwdin population analysis, charges in e, atoms 1 to 5: 1.54, -0.01, -0.68, -0.01, -0.04

# 5
Computed, not measured: a 6-piece molecular cluster, H12O6 overall, with ωB97M-V/def2-TZVPD.

Positions of all 18 atoms, in Å:
O: -0.189 0.543 3.080
H: 0.567 0.052 2.705
H: -0.041 0.484 4.017
O: -1.174 -1.700 0.708
H: -1.378 -1.530 1.623
H: -0.389 -2.187 0.864
O: 1.583 0.218 -2.349
H: 2.386 -0.310 -2.220
H: 1.108 -0.145 -3.122
O: -0.026 0.716 -0.295
H: 0.579 0.500 -0.971
H: -0.360 -0.165 -0.001
O: -1.222 -1.855 -2.374
H: -1.926 -2.421 -2.584
H: -1.456 -1.722 -1.456
O: 0.978 3.251 0.579
H: 0.364 2.544 0.435
H: 0.597 3.725 1.357

For the energy above the lowest of the compared OMol25 structures with the same formula, charge and spin, the calculation gives 1.394 eV. The orbital gap comes out at 10.4 eV. As for the total charge: 0.

Löwdin population analysis, charges in e, atoms 1 to 5: -0.05, 0.05, 0.02, -0.02, 0.05

# 6
Computed, not measured: a 2-piece molecular cluster, C5H11NO2 overall, with ωB97M-V/def2-TZVPD.

Positions of all 19 atoms, in Å:
C: 1.695 -0.026 -1.774
C: 0.323 -0.012 -1.637
C: -0.422 -1.144 -1.011
C: -1.269 -0.579 0.105
N: -1.919 -1.632 0.935
C: -0.597 0.359 1.079
O: 0.390 0.004 1.530
H: 2.197 0.753 -2.414
H: 2.295 -0.725 -1.296
H: -0.278 0.719 -2.118
H: -0.904 -1.615 -1.885
H: 0.267 -1.906 -0.681
H: -2.056 0.047 -0.403
H: -1.324 -2.099 1.552
H: -2.351 -2.249 0.346
H: -1.069 1.298 1.200
O: 1.557 2.672 0.673
H: 0.680 2.247 0.685
H: 2.025 1.951 0.279

For the energy above the lowest of the compared OMol25 structures with the same formula, charge and spin, the calculation gives 3.064 eV. The orbital gap comes out at 10.2 eV. As for the total charge: 0.

Löwdin population analysis, charges in e, atoms 1 to 5: 0.03, -0.18, -0.19, -0.35, 0.08

# 7
Computed, not measured: a 16-piece molecular cluster, C18H68N12O16 overall, with ωB97M-V/def2-TZVPD.

Positions of all 114 atoms, in Å:
C: -11.252 -2.813 -10.403
C: -10.239 -3.570 -9.629
O: -10.241 -3.072 -8.302
H: -10.766 -1.853 -10.490
H: -12.234 -2.795 -9.929
H: -11.371 -3.219 -11.439
H: -9.201 -3.380 -9.987
H: -10.445 -4.558 -9.816
H: -9.367 -3.293 -7.923
C: -12.783 -1.188 -13.145
C: -13.561 0.079 -13.187
O: -14.623 0.051 -14.082
H: -13.363 -1.988 -12.659
H: -11.878 -1.122 -12.599
H: -12.606 -1.483 -14.138
H: -12.952 0.880 -13.546
H: -13.915 0.354 -12.204
H: -14.224 0.077 -14.959
C: -6.761 -4.432 -10.730
O: -7.696 -4.756 -11.721
N: -6.448 -3.232 -10.311
N: -5.942 -5.322 -10.231
H: -7.171 -2.498 -10.461
H: -5.688 -3.027 -9.631
H: -6.070 -6.249 -10.583
H: -5.276 -5.096 -9.439
C: -9.789 -7.030 -12.830
O: -10.517 -6.258 -11.902
N: -8.525 -6.972 -13.121
N: -10.401 -7.973 -13.492
H: -8.008 -6.207 -12.613
H: -7.995 -7.540 -13.775
H: -11.342 -8.045 -13.218
H: -10.158 -8.330 -14.453
C: -15.436 -4.270 -10.140
O: -14.364 -4.518 -10.997
N: -15.511 -4.669 -8.901
N: -16.478 -3.578 -10.505
H: -14.713 -5.207 -8.621
H: -16.132 -4.390 -8.168
H: -16.351 -3.156 -11.423
H: -17.192 -3.263 -9.857
C: -6.809 -3.639 -6.744
O: -7.839 -4.198 -7.503
N: -5.822 -4.219 -6.135
N: -6.512 -2.399 -6.689
H: -5.900 -5.219 -6.078
H: -5.136 -3.747 -5.448
H: -7.064 -1.686 -7.193
H: -5.990 -2.007 -5.878
C: -8.648 -1.001 -12.220
O: -8.012 -1.154 -10.990
N: -8.980 0.140 -12.785
N: -9.069 -2.053 -12.929
H: -8.903 0.965 -12.115
H: -9.471 0.268 -13.668
H: -8.752 -2.973 -12.657
H: -9.691 -1.939 -13.675
C: -8.993 0.237 -8.232
O: -8.073 -0.608 -7.683
N: -10.179 -0.146 -8.569
N: -8.624 1.433 -8.637
H: -10.321 -1.206 -8.559
H: -10.875 0.449 -8.970
H: -7.616 1.561 -8.474
H: -9.396 2.104 -8.408
C: -12.833 -1.530 -7.308
O: -12.951 -2.927 -7.430
H: -12.692 -1.076 -8.269
H: -12.012 -1.318 -6.607
H: -13.710 -1.034 -6.853
H: -12.206 -3.199 -7.990
C: -9.640 -1.840 -5.184
O: -8.569 -1.559 -4.275
H: -10.502 -2.342 -4.737
H: -9.254 -2.625 -5.866
H: -9.803 -1.055 -5.885
H: -7.936 -1.000 -4.637
C: -15.082 -0.803 -9.607
O: -15.245 0.348 -8.867
H: -14.131 -0.836 -10.074
H: -15.792 -0.794 -10.495
H: -15.346 -1.677 -8.977
H: -16.202 0.530 -8.809
C: -11.456 -4.536 -14.426
O: -12.258 -5.050 -13.353
H: -10.722 -5.310 -14.699
H: -10.957 -3.623 -14.129
H: -11.997 -4.354 -15.330
H: -11.698 -5.538 -12.697
C: -8.529 -7.491 -9.408
O: -7.677 -8.007 -10.421
H: -8.593 -8.157 -8.514
H: -9.540 -7.199 -9.718
H: -8.147 -6.537 -9.018
H: -8.269 -8.400 -11.023
C: -10.582 -5.643 -6.608
O: -9.405 -5.988 -5.912
H: -10.413 -5.781 -7.664
H: -10.867 -4.605 -6.390
H: -11.496 -6.241 -6.400
H: -9.332 -5.559 -5.062
C: -11.964 1.445 -10.618
O: -12.561 1.149 -9.404
H: -12.713 1.998 -11.173
H: -11.477 0.630 -11.232
H: -11.115 2.141 -10.513
H: -13.466 0.887 -9.498
C: -12.470 -6.626 -9.154
O: -13.672 -7.372 -9.017
H: -12.403 -6.246 -10.190
H: -11.597 -7.211 -8.780
H: -12.633 -5.722 -8.641
H: -13.877 -7.459 -8.081

For the energy above the lowest of the compared OMol25 structures with the same formula, charge and spin, the calculation gives 0.087 eV. The orbital gap comes out at 9.0 eV. As for the total charge: 0.

Löwdin population analysis, charges in e, atoms 1 to 5: -0.06, -0.28, -0.13, 0.05, 0.07

# 8
Computed, not measured: a 5-piece molecular cluster, C28H37F12NO12 overall, with ωB97M-V/def2-TZVPD.

Positions of all 90 atoms, in Å:
C: -2.153 1.330 0.926
C: -1.336 -0.002 0.929
C: 0.093 0.349 1.473
C: 1.178 -0.530 0.796
C: 2.249 -1.104 1.811
C: 1.859 0.110 -0.390
C: 2.324 1.344 -0.618
N: 2.279 2.444 0.236
C: 2.873 2.183 1.568
C: 2.865 3.618 -0.403
C: 1.891 4.503 -1.174
O: 4.004 3.877 -0.371
C: 2.901 1.262 -2.010
O: 3.304 2.078 -2.730
O: 2.956 -0.066 -2.439
C: 2.122 -0.761 -1.593
O: 1.699 -1.805 -1.811
H: -3.224 1.168 1.081
H: -1.966 1.810 -0.041
H: -1.751 1.961 1.726
H: -1.226 -0.357 -0.103
H: -1.820 -0.765 1.548
H: 0.081 0.046 2.533
H: 0.285 1.422 1.429
H: 0.660 -1.413 0.401
H: 2.437 -0.352 2.578
H: 1.897 -2.045 2.244
H: 3.136 -1.331 1.206
H: 2.069 2.214 2.313
H: 3.413 1.238 1.616
H: 3.566 2.981 1.851
H: 2.487 5.125 -1.846
H: 1.299 5.118 -0.487
H: 1.254 3.889 -1.824
C: -5.377 -2.862 5.876
C: -5.115 -4.069 4.999
O: -4.448 -3.691 3.780
C: -3.139 -3.483 3.871
O: -2.482 -3.580 4.865
C: -2.570 -3.134 2.492
F: -3.312 -2.213 1.846
F: -2.513 -4.206 1.685
F: -1.325 -2.649 2.568
H: -5.932 -2.102 5.323
H: -5.950 -3.148 6.757
H: -4.445 -2.404 6.205
H: -6.058 -4.522 4.700
H: -4.541 -4.832 5.524
C: 1.727 -5.773 0.209
C: 1.374 -5.686 1.675
O: 1.768 -6.872 2.390
C: 3.056 -6.959 2.710
O: 3.895 -6.146 2.455
C: 3.311 -8.249 3.501
F: 2.725 -9.311 2.923
F: 2.822 -8.149 4.750
F: 4.615 -8.516 3.599
H: 1.300 -6.668 -0.246
H: 1.348 -4.891 -0.308
H: 2.806 -5.827 0.064
H: 0.294 -5.604 1.792
H: 1.819 -4.800 2.130
C: -1.853 9.434 -1.202
C: -2.291 9.100 0.208
O: -2.774 7.747 0.297
C: -1.847 6.798 0.369
O: -0.663 6.977 0.365
C: -2.512 5.423 0.501
F: -3.514 5.262 -0.378
F: -3.034 5.252 1.729
F: -1.638 4.436 0.296
H: -2.662 9.241 -1.909
H: -1.563 10.482 -1.274
H: -1.006 8.821 -1.508
H: -3.123 9.738 0.499
H: -1.489 9.264 0.929
C: 1.980 -0.667 -5.289
C: 0.708 -1.316 -5.790
O: 0.049 -0.491 -6.771
C: 0.545 -0.538 -8.003
O: 1.478 -1.198 -8.356
C: -0.285 0.356 -8.933
F: -0.522 1.560 -8.387
F: -1.478 -0.206 -9.198
F: 0.331 0.560 -10.100
H: 1.775 0.335 -4.908
H: 2.424 -1.262 -4.496
H: 2.711 -0.560 -6.091
H: 0.002 -1.431 -4.968
H: 0.895 -2.311 -6.196

The orbital gap comes out at 9.1 eV. As for the total charge: 0.

Löwdin population analysis, charges in e, atoms 1 to 5: -0.10, -0.22, -0.16, -0.28, -0.03

# 9
Computed, not measured: H18Mg4O33S6 as an isolated structure, with ωB97M-V/def2-TZVPD.

Positions of all 61 atoms, in Å:
Mg: 6.578 0.540 13.064
Mg: 7.793 -2.475 16.444
Mg: 12.109 -0.486 14.027
Mg: 7.764 1.804 17.349
S: 10.061 -4.624 15.400
O: 9.529 -5.716 14.645
O: 11.107 -3.938 14.778
O: 9.014 -3.621 15.625
O: 10.438 -5.099 16.705
S: 8.072 4.414 15.545
O: 7.467 3.379 16.312
O: 9.255 4.895 16.149
O: 8.376 4.054 14.156
O: 7.224 5.556 15.492
S: 5.475 -2.149 14.146
O: 6.414 -2.725 15.107
O: 6.194 -1.209 13.263
O: 4.804 -3.172 13.390
O: 4.497 -1.375 14.819
S: 14.155 1.675 14.890
O: 13.021 0.754 14.935
O: 13.727 3.016 14.541
O: 14.926 1.769 16.119
O: 15.133 1.350 13.819
S: 8.824 -0.866 18.972
O: 10.241 -0.640 19.185
O: 8.210 0.366 18.473
O: 8.657 -2.038 18.052
O: 8.353 -1.151 20.330
S: 9.018 0.171 15.027
O: 8.915 1.237 16.031
O: 8.557 -1.030 15.653
O: 8.251 0.508 13.856
O: 10.424 0.024 14.595
O: 8.445 -2.805 12.632
H: 7.912 -2.022 12.770
H: 8.602 -3.146 13.513
O: 11.764 0.899 12.441
H: 11.001 1.285 12.010
H: 12.514 1.336 12.038
O: 10.293 3.092 13.014
H: 9.546 3.524 13.428
H: 10.685 2.568 13.712
O: 7.174 0.150 11.246
H: 8.039 0.031 10.853
H: 6.624 -0.505 10.816
O: 5.737 0.868 14.791
H: 5.175 0.094 14.813
H: 5.433 1.407 15.521
O: 11.286 -2.052 13.103
H: 10.404 -2.087 12.731
H: 11.405 -2.906 13.517
O: 7.047 2.437 12.715
H: 6.930 3.040 11.981
H: 7.488 2.958 13.386
O: 12.429 -1.802 15.467
H: 13.064 -1.846 16.182
H: 12.014 -2.664 15.461
O: 11.329 1.041 17.139
H: 12.110 1.188 16.605
H: 10.612 0.996 16.507

For the energy above the lowest of the compared OMol25 structures with the same formula, charge and spin, the calculation gives 3.503 eV. The orbital gap comes out at 3.6 eV. As for the total charge: -4.

Löwdin population analysis, charges in e, atoms 1 to 5: 0.57, 0.67, 0.61, 0.92, 0.15

# 10
Computed, not measured: the molecule C3H3N3O2, with ωB97M-V/def2-TZVPD.

Positions of all 11 atoms, in Å:
O: -0.324 2.193 0.925
C: -0.215 1.184 0.444
C: 0.598 -0.025 1.163
N: 0.528 -1.233 1.076
N: -0.327 -1.753 0.141
C: -0.222 -1.306 -1.046
O: 0.416 -0.193 -1.440
N: -0.437 0.789 -0.862
H: 1.425 0.597 1.764
H: -0.935 -1.660 -1.777
H: -0.544 1.325 -1.703

For the energy above the lowest of the compared OMol25 structures with the same formula, charge and spin, the calculation gives 6.235 eV. The orbital gap comes out at 10.1 eV. As for the total charge: 0.

Löwdin population analysis, charges in e, atoms 1 to 5: 0.18, -0.47, -0.07, 0.03, 0.06